# 1
{
  "formula": "C17H22N3V",
  "method": "ωB97M-V with the def2-TZVPD basis set",
  "relative_energy_kcal_mol": 3.1,
  "charge": -1,
  "homo_energy_ev": [-2.81, -2.06],
  "lumo_ha": [0.1164, 0.1132],
  "multiplicity": 2,
  "species": ["V", "C", "N", "C", "C", "C", "C", "C", "C", "C", "N", "C", "C", "C", "C", "C", "C", "N", "C", "C", "H", "H", "H", "H", "H", "H", "H", "H", "H", "H", "H", "H", "H", "H", "H", "H", "H", "H", "H", "H", "C", "H", "H"],
  "coordinates": [[1.0336, 0.6467, 0.2196], [3.3162, -0.9113, -0.9466], [2.2560, -1.1752, 0.0132], [1.7554, -2.5450, 0.0007], [2.3695, -0.5121, 1.2738], [3.6149, -0.2373, 1.9116], [3.6838, 0.2546, 3.1777], [2.4908, 0.4592, 3.9327], [1.2780, 0.1598, 3.3820], [1.1356, -0.3421, 2.0650], [-0.0851, -0.5690, 1.4211], [-1.0718, -1.3746, 1.8617], [-0.9077, -2.2580, 2.9521], [-1.8944, -3.1527, 3.3300], [-3.0994, -3.2046, 2.6511], [-3.2987, -2.3265, 1.5859], [-2.3303, -1.4219, 1.1842], [-2.5143, -0.5512, 0.0725], [-2.6241, 0.8519, 0.4446], [-3.5389, -0.9275, -0.8670], [4.2922, -1.3063, -0.6306], [3.0298, -1.3377, -1.9072], [3.3820, 0.1728, -1.0550], [2.5497, -3.2612, 0.2577], [0.9455, -2.6437, 0.7181], [1.3721, -2.7810, -0.9940], [4.5249, -0.4337, 1.3566], [4.6381, 0.4883, 3.6333], [2.5598, 0.8420, 4.9431], [0.3650, 0.2831, 3.9552], [0.0415, -2.2358, 3.4741], [-1.7069, -3.8221, 4.1631], [-3.8734, -3.9056, 2.9369], [-4.2389, -2.3492, 1.0490], [-3.6001, 1.0678, 0.9114], [-1.8262, 1.1124, 1.1348], [-2.5035, 1.4847, -0.4366], [-4.5681, -0.8031, -0.4830], [-3.4500, -0.2975, -1.7546], [-3.4101, -1.9698, -1.1622], [1.2001, 2.4273, -0.2549], [0.4456, 2.3104, -1.0852], [1.5260, 3.4613, -0.1534]],
  "forces_ev_per_a": [[-0.875, 0.258, 0.010], [-0.042, 0.206, 0.216], [-0.373, -0.133, -0.378], [0.185, -0.067, 0.075], [0.303, 0.104, 0.555], [0.117, -0.151, 0.002], [-0.160, 0.013, 0.089], [-0.044, -0.079, -0.177], [0.097, 0.130, 0.367], [0.150, -0.142, -0.338], [0.193, 0.389, -0.397], [-0.104, -0.305, 0.241], [0.088, 0.192, -0.153], [-0.042, -0.083, 0.074], [0.019, -0.009, 0.010], [-0.024, 0.050, -0.053], [0.180, 0.137, -0.092], [-0.063, -0.029, 0.043], [0.065, -0.005, 0.030], [-0.039, -0.009, -0.030], [-0.039, -0.130, -0.108], [0.062, -0.059, 0.004], [0.229, 0.012, -0.051], [0.000, 0.012, -0.018], [0.007, 0.009, -0.015], [-0.005, -0.005, 0.005], [0.039, 0.049, 0.035], [0.062, -0.032, -0.090], [-0.061, -0.002, 0.015], [0.020, 0.031, 0.016], [-0.016, -0.043, 0.028], [-0.016, -0.003, -0.008], [-0.009, 0.002, -0.003], [-0.020, -0.035, 0.029], [-0.005, 0.007, -0.009], [-0.019, 0.012, 0.028], [-0.032, -0.026, -0.033], [0.019, 0.004, 0.022], [0.018, -0.007, -0.006], [-0.009, 0.008, -0.017], [0.350, -0.278, 0.188], [-0.087, -0.039, 0.030], [-0.119, 0.046, -0.135]]
}

=====

# 2
{
  "formula": "C17H22N4O3S",
  "method": "ωB97M-V with the def2-TZVPD basis set",
  "relative_energy_kcal_mol": 60.3,
  "charge": 0,
  "homo_energy_ev": -7.95,
  "smiles": "O=C(CSc1nnc(-c2ccco2)n1C[C@H]1CCCO1)N1CCCC1",
  "lumo_ha": 0.0238,
  "species": ["O", "C", "C", "S", "C", "N", "N", "C", "C", "C", "C", "C", "O", "N", "C", "C", "C", "C", "C", "O", "N", "C", "C", "C", "C", "H", "H", "H", "H", "H", "H", "H", "H", "H", "H", "H", "H", "H", "H", "H", "H", "H", "H", "H", "H", "H", "H"],
  "coordinates": [[2.2281, -0.7728, 0.9262], [1.5363, -1.6583, 1.4035], [1.2501, -2.9283, 0.6089], [0.7086, -2.4289, -1.0536], [-0.5143, -1.3075, -0.5394], [-1.1291, -1.3437, 0.6135], [-1.9774, -0.3140, 0.6487], [-1.8863, 0.3441, -0.4836], [-2.6948, 1.4909, -0.7978], [-2.7852, 2.3203, -1.8922], [-3.7958, 3.2576, -1.5897], [-4.2444, 2.9364, -0.3439], [-3.5887, 1.8768, 0.1388], [-0.9502, -0.2582, -1.2934], [-0.4322, 0.1275, -2.5728], [0.5070, 1.3536, -2.4744], [1.8698, 1.0198, -1.8681], [2.6366, 0.5120, -3.0872], [2.0334, 1.3438, -4.2250], [0.7741, 1.8360, -3.7761], [1.0228, -1.5780, 2.6336], [0.0621, -2.4623, 3.2683], [-0.4346, -1.6645, 4.4749], [0.7511, -0.7640, 4.8115], [1.2605, -0.3828, 3.4294], [0.4877, -3.5647, 1.0470], [2.1754, -3.4844, 0.4573], [-2.2127, 2.2904, -2.7954], [-4.1354, 4.0570, -2.2153], [-4.9981, 3.3736, 0.2806], [-1.2591, 0.3657, -3.2468], [0.1150, -0.7241, -2.9834], [-0.0098, 2.1475, -1.9235], [2.3263, 1.9357, -1.4917], [1.8280, 0.3005, -1.0543], [2.4509, -0.5512, -3.2406], [3.7088, 0.6637, -2.9960], [2.6591, 2.2102, -4.4670], [1.8826, 0.7583, -5.1379], [0.5558, -3.3902, 3.5816], [-0.7573, -2.6870, 2.5829], [-1.2879, -1.0555, 4.1777], [-0.7290, -2.3086, 5.3007], [1.5134, -1.3257, 5.3535], [0.4683, 0.1045, 5.4015], [0.6899, 0.4536, 3.0106], [2.3207, -0.1252, 3.3981]],
  "forces_ev_per_a": [[0.217, 0.178, -0.103], [0.059, -0.283, 0.152], [-0.248, 0.297, -0.296], [0.207, -0.351, -0.165], [-0.096, -0.060, -0.044], [0.565, -0.766, -0.332], [-0.815, 1.054, 0.061], [0.175, -0.472, 0.361], [0.032, 0.616, -1.015], [0.198, -0.585, 0.559], [-0.370, 0.028, 0.564], [-0.129, 0.651, -0.751], [0.183, -0.432, 0.321], [-0.251, -0.252, 0.821], [0.284, 0.601, -0.575], [-0.096, -0.168, 0.341], [-0.156, 0.072, -0.087], [-0.195, 0.120, -0.078], [0.404, -0.017, -0.260], [-0.281, -0.015, -0.019], [0.200, 0.135, 0.285], [-0.321, -0.529, 0.053], [0.136, -0.053, 0.002], [-0.086, 0.010, -0.128], [0.283, 0.317, 0.038], [0.097, -0.008, 0.070], [-0.027, 0.014, 0.042], [0.185, -0.086, -0.159], [-0.119, 0.184, -0.068], [-0.068, -0.027, 0.163], [0.103, -0.098, 0.022], [-0.098, 0.085, -0.053], [0.056, -0.111, -0.033], [-0.021, 0.026, 0.036], [0.010, -0.015, 0.074], [0.042, -0.044, 0.009], [0.049, -0.057, -0.011], [-0.036, -0.107, -0.015], [0.049, 0.073, 0.059], [-0.106, 0.029, 0.012], [0.110, -0.048, 0.060], [-0.065, 0.007, 0.002], [-0.079, -0.021, -0.012], [0.034, 0.005, 0.033], [0.041, 0.032, 0.051], [0.064, 0.017, 0.011], [-0.117, 0.055, 0.006]]
}

=====

# 3
{
  "formula": "C17H22N4O3S",
  "method": "ωB97M-V with the def2-TZVPD basis set",
  "relative_energy_kcal_mol": 44.5,
  "charge": 0,
  "homo_energy_ev": -8.15,
  "smiles": "CCCNC(=O)c1onc(CSc2ccccn2)c1C(=O)NCCC",
  "lumo_ha": 0.0020,
  "species": ["C", "C", "C", "N", "C", "O", "C", "O", "N", "C", "C", "S", "C", "C", "C", "C", "C", "N", "C", "C", "O", "N", "C", "C", "C", "H", "H", "H", "H", "H", "H", "H", "H", "H", "H", "H", "H", "H", "H", "H", "H", "H", "H", "H", "H", "H", "H"],
  "coordinates": [[7.2476, -0.3681, -0.4948], [5.8854, -1.0376, -0.6196], [4.9695, -0.6400, 0.5379], [3.6757, -1.2725, 0.4324], [2.5342, -0.5869, 0.2731], [2.4809, 0.6348, 0.2449], [1.3373, -1.4549, 0.1594], [1.5497, -2.7805, 0.3241], [0.3805, -3.4434, 0.2232], [-0.5591, -2.5672, -0.0113], [-1.9677, -2.9835, -0.1310], [-2.9182, -2.3217, 1.2875], [-4.2122, -1.4813, 0.4367], [-4.9784, -0.5480, 1.1312], [-5.9808, 0.1008, 0.4390], [-6.1841, -0.2034, -0.9020], [-5.3715, -1.1604, -1.4835], [-4.4147, -1.7927, -0.8286], [-0.0073, -1.2429, -0.0696], [-0.8183, -0.0293, -0.3723], [-1.9762, -0.1303, -0.7434], [-0.1850, 1.1391, -0.2093], [-0.8413, 2.4065, -0.4215], [-0.7613, 3.2813, 0.8291], [-1.4335, 4.6294, 0.6062], [7.7315, -0.6566, 0.4355], [7.8902, -0.6601, -1.3211], [7.1425, 0.7139, -0.5061], [6.0087, -2.1233, -0.6254], [5.4162, -0.7469, -1.5614], [5.4301, -0.9221, 1.4907], [4.7973, 0.4385, 0.5342], [3.6420, -2.2812, 0.4377], [-2.0379, -4.0696, -0.1239], [-2.4619, -2.5481, -1.0024], [-4.7718, -0.3438, 2.1697], [-6.5931, 0.8414, 0.9334], [-6.9513, 0.2914, -1.4763], [-5.4847, -1.4450, -2.5217], [0.8017, 1.1561, 0.0432], [-0.3683, 2.9238, -1.2645], [-1.8827, 2.1952, -0.6779], [-1.2436, 2.7600, 1.6583], [0.2890, 3.4297, 1.0903], [-0.9535, 5.1648, -0.2100], [-2.4834, 4.4945, 0.3567], [-1.3683, 5.2403, 1.5032]],
  "forces_ev_per_a": [[-0.178, -0.158, -0.062], [0.025, 0.187, 0.200], [0.236, 0.123, -0.183], [0.075, -0.280, 0.030], [0.295, -0.235, 0.105], [-0.065, 0.133, -0.041], [-1.308, -0.036, -0.193], [0.571, 0.815, 0.009], [-0.952, -0.686, -0.055], [0.740, 0.294, 0.052], [-0.479, 0.028, 0.328], [0.235, -0.237, 0.098], [-0.015, -0.086, -0.027], [0.030, -0.066, -0.110], [0.021, -0.074, -0.059], [-0.003, 0.044, 0.031], [-0.291, 0.224, -0.132], [0.058, -0.170, 0.048], [0.847, -0.419, 0.108], [0.336, 0.322, 0.040], [-0.109, -0.191, -0.103], [0.124, 0.249, 0.042], [-0.175, 0.124, 0.135], [-0.124, 0.038, -0.258], [0.147, -0.183, 0.097], [0.114, 0.008, 0.091], [0.116, 0.024, -0.033], [0.047, 0.134, 0.004], [-0.048, -0.037, -0.065], [-0.066, -0.074, -0.005], [-0.021, 0.097, -0.041], [0.074, -0.123, 0.080], [-0.118, 0.098, -0.010], [0.005, 0.059, -0.121], [0.159, -0.209, 0.030], [0.011, 0.074, 0.108], [-0.039, 0.042, 0.033], [-0.060, 0.023, -0.062], [-0.104, 0.059, -0.086], [-0.082, -0.211, -0.020], [-0.108, 0.003, 0.013], [0.142, 0.093, -0.037], [0.069, -0.066, 0.023], [0.023, -0.035, 0.089], [0.008, 0.119, -0.088], [-0.130, 0.044, -0.036], [-0.037, 0.119, 0.032]]
}